1.
C20H54CsF3O10 as an isolated structure at a distorted geometry, computed with ωB97M-V/def2-TZVPD.

Its spin multiplicity is 1. The gap between HOMO and LUMO is 3.7 eV. The max |F| is 4.0 eV/Å. As for the total energy: -1866.23231 hartree. Its total charge is 0.

Each line ends with the Mulliken charge.
Cartesian coordinates (Å):
Cs: -17.4709 24.7703 10.2236  0.988
C: -11.7076 23.4587 7.6493  -0.245
O: -13.0124 22.9092 7.3732  -0.224
O: -11.8751 24.6683 8.3287  -0.891
C: -10.8378 22.3131 8.3743  0.778
F: -10.5696 21.2721 7.5222  -0.291
F: -9.6373 22.6727 8.9362  -0.288
F: -11.4796 21.7687 9.3666  -0.267
C: -13.4419 22.4192 6.0668  -0.221
C: -14.6787 21.5627 6.3679  -1.029
H: -14.5745 20.8000 7.1397  0.277
H: -15.4740 22.1752 6.7927  0.181
H: -14.7670 21.1145 5.3783  0.381
H: -12.6096 21.8931 5.5993  0.312
H: -13.6921 23.2793 5.4457  0.279
H: -11.1612 23.7595 6.7554  0.261
C: -11.9639 15.1904 11.1362  -0.925
C: -13.1423 15.4735 10.1660  -0.262
O: -12.8929 14.7832 8.9943  -0.519
H: -11.9035 14.1426 11.4302  0.282
H: -11.9785 15.8800 11.9802  0.313
H: -11.0459 15.3176 10.5624  0.277
H: -13.3354 16.5175 9.9195  0.294
H: -14.0823 15.1819 10.6346  0.232
H: -13.1649 13.8710 9.1188  0.308
C: -6.4533 21.7066 1.2999  -1.038
C: -7.0305 20.7521 2.3064  -0.145
O: -8.3616 20.6388 1.7927  -0.504
H: -7.0214 22.5826 1.6133  0.251
H: -6.6544 21.5345 0.2426  0.295
H: -5.3695 21.7723 1.3955  0.328
H: -6.9419 21.2321 3.2810  0.234
H: -6.4887 19.8066 2.3319  0.298
H: -8.8191 19.9273 2.2466  0.281
C: -15.8530 29.1987 3.0241  -1.052
C: -14.4762 29.1447 3.7619  -0.122
O: -14.6873 29.5181 5.0947  -0.542
H: -15.7010 29.1937 1.9448  0.309
H: -16.5527 29.9645 3.3587  0.315
H: -16.4891 28.3308 3.1984  0.280
H: -13.8520 29.8976 3.2807  0.172
H: -13.9368 28.1976 3.7513  0.316
H: -14.1618 28.9776 5.6890  0.322
C: -6.0354 29.1256 7.1210  -0.938
C: -5.5916 28.2946 8.3194  -0.317
O: -6.4535 28.6202 9.3384  -0.517
H: -6.1016 30.2009 7.2868  0.274
H: -6.8998 28.6804 6.6283  0.328
H: -5.1800 29.0950 6.4461  0.302
H: -4.5604 28.5687 8.5425  0.275
H: -5.4610 27.2201 8.1909  0.265
H: -7.3469 28.3857 9.0770  0.327
C: -24.6127 21.5500 7.7036  -1.186
C: -23.2658 22.0030 8.1360  -0.108
O: -23.1641 23.4100 7.7846  -0.520
H: -24.8638 21.6063 6.6444  0.376
H: -25.3181 22.0323 8.3803  0.308
H: -24.8156 20.5318 8.0356  0.352
H: -22.4847 21.3953 7.6793  0.225
H: -23.3023 21.7246 9.1893  0.243
H: -23.6369 23.5737 6.9653  0.309
C: -10.9666 33.8155 9.7778  -1.128
C: -11.8417 34.9066 9.2316  -0.182
O: -11.6945 34.7685 7.8066  -0.492
H: -11.1726 32.7792 9.5099  0.357
H: -10.8761 34.0430 10.8399  0.305
H: -10.0161 34.0604 9.3036  0.332
H: -11.3693 35.8411 9.5341  0.266
H: -12.8104 34.7944 9.7185  0.231
H: -11.7933 33.8221 7.6795  0.311
C: -14.2155 21.8397 16.1990  -1.000
C: -15.2822 22.3112 17.2059  -0.119
O: -16.0797 21.1892 17.5103  -0.522
H: -13.5310 21.1008 16.6156  0.272
H: -13.4960 22.5711 15.8308  0.333
H: -14.6895 21.3884 15.3274  0.264
H: -15.9335 23.0590 16.7535  0.169
H: -14.8614 22.7240 18.1228  0.298
H: -16.1113 21.0288 18.4563  0.306
C: -12.8580 28.8960 16.6384  -1.079
C: -12.2037 28.7112 15.2951  -0.137
O: -13.1529 28.2511 14.4026  -0.504
H: -13.5397 28.0649 16.8193  0.281
H: -13.5098 29.7679 16.6947  0.290
H: -12.0626 28.8932 17.3837  0.331
H: -11.4145 27.9736 15.4403  0.274
H: -11.8333 29.7231 15.1313  0.233
H: -12.7180 28.1902 13.5490  0.311

Force components x, y, z for each atom (eV/Å):
Cs 0.34 -0.05 -0.14
C 0.10 3.81 1.32
O -0.21 -0.89 -0.52
O 0.50 -2.96 -0.39
C 0.09 0.83 -0.53
F 0.21 0.39 -0.29
F -0.52 0.34 -1.10
F -1.41 -0.74 1.56
C 0.95 0.58 2.90
C 1.16 0.24 -0.60
H 0.80 -0.15 -0.27
H -0.32 0.22 -0.86
H -1.47 -0.34 0.13
H -0.19 -0.39 -0.12
H -0.19 0.04 -0.22
H 0.13 -0.88 -0.89
C -0.23 0.78 -0.79
C 0.31 -0.09 1.66
O -0.33 -0.61 -1.41
H -0.53 0.02 0.31
H 0.12 -0.26 0.18
H 0.07 0.43 0.06
H 0.73 0.17 0.02
H -0.22 -0.37 0.08
H 0.08 -0.07 -0.11
C 0.49 0.63 0.37
C 0.07 -0.30 -1.49
O -0.16 -0.61 0.88
H 0.74 0.79 -0.63
H -0.31 -0.55 0.24
H -0.02 0.56 0.26
H -0.41 -0.19 0.24
H -0.25 -0.32 0.01
H -0.15 -0.01 0.13
C 0.24 -1.33 0.13
C -1.10 0.65 -0.65
O -0.26 0.26 1.14
H -0.04 0.43 -0.02
H 0.78 0.72 -0.10
H 0.39 -0.58 0.23
H 0.29 0.01 -0.06
H -0.36 -0.21 -0.54
H 0.08 0.01 -0.10
C 1.62 -0.97 -1.12
C 0.51 0.97 -1.04
O -0.51 -0.07 2.20
H -0.55 -0.23 0.67
H -0.12 0.36 -0.02
H -0.15 -0.27 -0.74
H -0.09 0.55 0.67
H -0.68 -0.26 -0.60
H -0.05 -0.09 -0.01
C -1.31 -1.19 0.73
C -0.64 0.10 -1.31
O 0.93 -0.64 1.35
H 0.03 0.32 0.08
H -0.37 0.73 -0.67
H 0.43 -0.51 -0.38
H 0.30 0.29 -0.16
H 0.76 1.21 0.39
H -0.09 -0.32 -0.01
C 1.31 1.04 0.55
C 1.05 -1.07 -0.31
O -1.29 0.65 0.43
H -0.58 0.09 0.32
H 0.17 -0.87 0.27
H 0.42 -0.38 0.32
H -0.38 0.19 -0.22
H -0.67 0.40 -0.86
H -0.04 -0.06 -0.49
C 0.45 0.07 0.11
C 0.72 -0.24 -0.58
O -0.58 -0.62 0.22
H -0.41 -0.32 0.34
H -0.45 0.64 0.04
H -0.12 0.00 0.08
H 0.09 0.22 -0.04
H 0.23 0.14 -0.12
H 0.06 0.10 -0.07
C -0.65 -0.71 0.37
C 0.13 0.53 1.93
O -0.52 -0.01 -1.17
H 0.19 -0.31 0.23
H 0.38 0.28 -0.01
H -0.31 0.28 0.28
H 0.39 0.16 -0.34
H 0.55 -0.12 -1.06
H -0.17 -0.13 -0.26

---

2.
C20H54F3NaO18 as an isolated structure at a distorted geometry, computed with ωB97M-V/def2-TZVPD.

Its spin multiplicity is 1. The gap between HOMO and LUMO is 7.5 eV. The max |F| is 3.8 eV/Å. As for the total energy: -2610.47453 hartree. Its total charge is 0.

Each line ends with the Mulliken charge.
Cartesian coordinates (Å):
Na: -0.6623 3.8250 -3.5103  0.894
C: 0.3316 0.6870 -1.3765  -0.469
O: -0.3361 0.2548 -0.1898  0.670
O: -0.2854 1.7709 -1.9053  -0.488
C: 1.8216 0.7835 -1.0262  0.564
F: 2.0873 1.6582 -0.0502  -0.213
F: 2.2165 -0.4369 -0.5731  -0.322
F: 2.5748 1.0425 -2.0869  -0.238
C: -1.0607 -0.9493 -0.2076  0.769
C: -2.4212 -0.8067 0.5088  -0.588
H: -2.5410 0.2386 0.7918  -0.364
H: -3.2238 -0.9965 -0.2067  0.356
H: -2.5113 -1.5196 1.3186  0.137
H: -0.4713 -1.6656 0.3803  -0.639
H: -1.2426 -1.3535 -1.2053  0.244
H: 0.2097 -0.1339 -2.0974  0.427
C: 2.0943 4.7246 -1.3002  0.622
C: 3.5998 4.8566 -1.4759  -0.456
O: 4.1351 5.4836 -0.3385  -0.544
O: 1.5865 6.0865 -1.0946  -0.657
H: 1.8862 4.0303 -0.4851  0.093
H: 1.5270 4.4076 -2.1828  -0.296
H: 3.8112 5.3847 -2.4126  0.336
H: 3.9809 3.8416 -1.6046  0.234
H: 3.5132 6.1987 -0.1373  0.343
H: 0.6899 5.9237 -0.7745  0.327
C: 1.8501 -4.6062 2.9398  -0.774
C: 2.1855 -3.1439 2.6595  0.237
O: 2.3294 -2.9405 1.2503  -0.642
O: 0.4706 -4.8448 2.6556  -0.432
H: 2.0602 -4.8049 3.9905  0.424
H: 2.5281 -5.2096 2.3305  0.289
H: 3.1768 -3.0352 3.1232  0.465
H: 1.5266 -2.4498 3.1797  -0.175
H: 1.7026 -2.2327 1.0380  0.276
H: 0.3005 -4.3414 1.8519  0.074
C: 3.3104 -0.1093 3.5193  -0.506
C: 2.1758 0.7945 3.0472  -0.132
O: 1.1875 0.0298 2.3320  0.305
O: 4.1180 -0.4768 2.4300  -0.643
H: 2.7715 -0.9266 4.0124  0.110
H: 3.9152 0.3868 4.2775  0.496
H: 2.6040 1.6054 2.4535  0.002
H: 1.6823 1.3301 3.8643  0.376
H: 1.0553 0.5049 1.5043  -0.265
H: 3.6059 -1.0705 1.8627  0.362
C: -4.6653 1.0536 -3.0778  -0.657
C: -3.1994 0.7198 -3.4373  0.267
O: -2.8807 -0.5289 -2.8608  -0.523
O: -4.9404 2.4254 -3.3266  -0.516
H: -4.9979 0.4827 -2.2114  0.376
H: -5.1356 0.4867 -3.8975  0.315
H: -2.5642 1.4572 -2.9323  -0.237
H: -3.0534 0.7866 -4.5159  0.452
H: -2.0017 -0.8124 -3.1227  0.264
H: -5.8714 2.5059 -3.0888  0.318
C: -0.8588 3.6695 1.3265  -0.188
C: -2.2004 3.2481 0.7300  -0.353
O: -2.2543 3.2214 -0.6810  -0.585
O: -0.0316 2.5337 1.5977  -0.501
H: -1.0089 4.2217 2.2505  0.491
H: -0.3219 4.2562 0.5736  -0.263
H: -2.8922 4.0664 0.9668  0.475
H: -2.6172 2.3545 1.2012  0.020
H: -1.6211 2.5723 -1.0752  0.254
H: 0.0094 2.0638 0.7529  -0.055
C: 3.0886 2.5914 -5.9614  -0.076
C: 3.0458 1.1198 -6.4635  -0.593
O: 2.1209 0.3863 -5.7058  -0.456
O: 3.9321 2.6815 -4.8132  -0.533
H: 2.0403 2.7684 -5.6614  -0.034
H: 3.5278 3.3946 -6.5443  0.390
H: 4.0602 0.7775 -6.2231  0.354
H: 2.9347 1.0741 -7.5505  0.396
H: 2.2735 -0.5499 -5.8561  0.282
H: 3.7323 1.9328 -4.2542  0.290
C: -1.7261 -2.8121 5.0827  -0.730
C: -1.3613 -1.7511 4.0424  0.472
O: -0.3327 -0.9493 4.5345  -0.608
O: -2.6035 -3.8108 4.5592  -0.501
H: -2.3034 -2.3195 5.8728  0.360
H: -0.8428 -3.2708 5.5312  0.309
H: -2.2719 -1.2050 3.7708  0.371
H: -1.1499 -2.3012 3.1130  -0.227
H: -0.0833 -0.3047 3.8503  0.161
H: -2.9231 -4.3620 5.2758  0.260
C: -2.6363 -5.5756 -0.1557  -0.546
C: -2.3718 -4.6153 0.9859  1.064
O: -2.9499 -5.2766 2.1158  -0.612
O: -4.0646 -5.7091 -0.3325  -0.569
H: -2.3765 -6.6039 0.1229  0.290
H: -2.1712 -5.2787 -1.0955  0.341
H: -2.9316 -3.7001 0.7816  0.200
H: -1.3214 -4.4104 1.1868  -0.697
H: -2.7115 -4.8419 2.9543  0.365
H: -4.3824 -5.6584 0.5851  0.337

Force components x, y, z for each atom (eV/Å):
Na 0.04 -0.92 0.86
C -2.14 0.18 -1.46
O 0.47 0.83 0.10
O 0.92 0.86 0.17
C -0.64 -1.15 0.17
F 0.22 0.31 -0.15
F 0.15 0.17 0.02
F 0.30 0.55 -0.31
C -0.42 -0.83 1.12
C 0.13 0.33 -1.11
H 0.04 -0.18 0.50
H 0.00 -0.10 0.04
H -0.06 0.26 0.33
H 0.04 -0.24 -0.33
H 0.42 0.25 -0.05
H 0.70 -0.44 -0.01
C -0.21 1.09 -0.47
C -0.86 -0.54 -0.62
O -0.02 -0.01 -0.10
O -0.17 -1.12 0.50
H -0.21 0.34 0.22
H 0.66 -0.69 -0.22
H 0.11 0.23 0.14
H 0.36 0.10 0.29
H 0.22 -0.02 0.08
H 0.08 0.55 0.20
C -0.43 1.10 -0.22
C 1.56 -1.31 0.76
O -0.93 0.72 0.40
O 0.43 -0.25 0.14
H -0.31 -0.17 0.05
H -0.17 -0.21 -0.07
H 0.02 0.36 -0.17
H -0.34 -0.01 -0.39
H 0.28 -0.02 -0.26
H 0.05 -0.17 -0.04
C -1.40 0.48 0.02
C 0.28 0.67 0.45
O 0.77 0.23 -0.03
O 0.15 -0.46 0.10
H 0.56 -0.37 -0.01
H 0.14 0.09 -0.18
H -0.14 -0.24 -0.42
H 0.00 -0.33 0.29
H -0.44 -0.28 0.09
H 0.09 0.03 -0.01
C 0.73 -2.01 -3.10
C 0.16 1.36 1.73
O -0.46 -0.51 -0.32
O -0.15 -0.49 1.17
H 0.17 1.08 0.84
H -0.67 0.02 0.20
H 0.11 0.25 -0.27
H 0.00 -0.26 -0.09
H 0.04 0.19 -0.17
H 0.09 0.47 -0.15
C 0.20 -1.35 -0.55
C -0.61 1.57 0.05
O 0.37 -0.32 -0.63
O -0.19 0.49 0.09
H 0.16 -0.01 0.06
H -0.26 0.56 0.12
H -0.10 -0.14 0.18
H 0.34 -0.17 -0.04
H 0.13 -0.17 0.46
H -0.12 -0.15 0.21
C -0.37 -1.02 1.28
C 1.97 1.29 -0.25
O -0.57 0.23 0.02
O -0.15 0.08 0.06
H 0.13 0.57 -0.25
H -0.54 -0.41 -1.00
H 0.02 -0.24 -0.34
H -0.48 -0.15 0.03
H 0.00 -0.03 0.03
H -0.09 -0.29 0.47
C -0.53 0.45 0.91
C -1.03 -1.26 -0.57
O 0.10 0.15 0.00
O 0.21 0.10 -0.83
H 0.40 0.17 0.20
H 0.18 0.09 -0.23
H 0.00 0.34 0.33
H 0.69 0.06 -0.02
H 0.03 -0.28 -0.04
H 0.05 0.04 0.13
C -0.77 -0.83 0.16
C -0.59 -0.71 0.52
O 0.04 0.11 0.12
O 0.26 0.82 0.19
H 1.00 0.36 -0.01
H -0.13 0.03 0.01
H 0.21 0.25 -0.05
H -0.06 0.01 -0.40
H 0.01 0.18 -0.34
H -0.19 -0.18 -0.34

---

Quick rundown of relative energy (zero: lowest compared OMol25 entry of this formula, charge and spin), same order as above: 804.5 0.0 kJ/mol
Quick rundown of HOMO, same order as above: -5.506 -9.183 eV